This record from the Open Molecules 2025 dataset describes C21H22O19Pd3 as an isolated structure in a non-equilibrium geometry. The level of theory is ωB97M-V/def2-TZVPD.

Properties
Strongest force on any atom   0.1193 Eh/bohr
Orbital gap (spin up / spin down)   3.6 / 1.8 eV
Highest occupied orbital energy (spin up / spin down)   -19.929 / -19.919 eV
LUMO (spin up / spin down)   -16.32 / -18.10 eV
<S²>   15.80
Spin multiplicity   8
Total charge   +5

Cartesian coordinates (Å):
Pd 7.09681 -28.48136 -6.52335
Pd 10.58929 -20.56116 -6.25889
Pd 7.30803 -19.62210 -5.88299
C 6.23796 -24.25750 -6.40470
C 7.16325 -23.22378 -6.41174
C 8.60899 -23.46695 -6.57284
O 9.54033 -22.56060 -6.64294
C 9.11554 -24.73788 -6.53663
C 8.24489 -25.85137 -6.57639
C 6.72560 -25.62809 -6.55819
O 5.90702 -26.62296 -6.45808
O 8.64837 -27.01815 -6.53861
O 6.71012 -22.02367 -6.34016
H 5.18725 -24.07148 -6.23795
H 10.17920 -24.87758 -6.41209
C 11.77161 -31.62865 -7.57942
C 12.32115 -30.29223 -7.98960
O 11.14082 -29.41146 -8.15049
C 10.04388 -30.13132 -7.68737
O 8.92115 -29.69844 -7.38158
O 10.38888 -31.43010 -7.62568
H 12.07842 -31.91960 -6.57477
H 12.29073 -32.37090 -8.18580
H 12.89055 -30.47715 -8.90047
H 13.05653 -29.84054 -7.32380
C 3.32098 -27.79590 -7.70493
C 2.39243 -28.98271 -7.65767
O 2.52572 -29.62649 -8.96753
C 3.03588 -28.60352 -9.78905
O 3.03651 -28.58152 -11.03613
O 3.24774 -27.44143 -9.07241
H 4.35998 -27.79644 -7.37540
H 3.11798 -26.93708 -7.06517
H 1.37301 -28.73801 -7.35935
H 2.62111 -29.69191 -6.86215
C 12.09160 -23.97128 -2.74269
C 10.97536 -24.26787 -3.76523
O 9.81548 -24.00101 -3.02527
C 10.06627 -23.53524 -1.80845
O 9.28745 -23.14323 -1.07437
O 11.39587 -23.34191 -1.72332
H 12.81048 -23.23207 -3.09606
H 12.57829 -24.93180 -2.57345
H 11.04219 -25.20587 -4.31640
H 10.85326 -23.55455 -4.58032
C 3.37043 -26.53218 -4.08903
C 3.11811 -25.39999 -3.13646
O 1.90532 -24.99454 -3.69283
C 1.26946 -25.92673 -4.39585
O 0.13818 -25.78511 -4.84371
O 2.08401 -26.87085 -4.71389
H 3.65807 -27.48490 -3.64442
H 4.09342 -26.30611 -4.87280
H 3.75206 -24.51976 -3.24322
H 3.03034 -25.79732 -2.12526
C 5.77649 -22.87322 -9.67185
C 7.03261 -22.02552 -9.69470
O 7.73753 -22.71681 -10.82552
C 6.83302 -23.24859 -11.61464
O 6.97624 -23.67244 -12.74312
O 5.64447 -23.03604 -11.14992
H 4.84646 -22.37278 -9.40221
H 5.87875 -23.76231 -9.04963
H 7.59990 -22.07307 -8.76517
H 6.71880 -20.98412 -9.76613